19
Properties=species:S:1:pos:R:3:mulliken_charge:R:1 method="wB97M-V/def2-TZVPD" e_homo_ev=-9.09 charge=0 smiles="CN(C)CO[S@](=N)(=O)O" relative_energy_kcal_mol=54.2
C 1.10 1.40 0.30 -1.21
N 1.42 -0.03 -0.16 -0.03
C 1.62 -0.85 1.00 -0.87
C 0.53 -0.50 -1.14 -0.50
O -0.75 -1.02 -0.61 -0.39
S -1.75 0.14 0.10 1.13
N -1.95 1.34 -0.80 -0.57
O -1.43 0.42 1.47 -0.56
O -2.93 -0.96 0.08 -0.52
H 1.98 1.96 0.21 0.30
H 0.26 1.69 -0.26 0.52
H 0.88 1.37 1.30 0.47
H 0.65 -0.93 1.58 0.29
H 2.12 -1.78 1.07 0.33
H 2.22 -0.24 1.68 0.36
H 0.36 0.16 -1.97 0.41
H 0.79 -1.56 -1.62 0.22
H -2.40 1.10 -1.65 0.21
H -2.72 -1.73 -0.58 0.41



103
Properties=species:S:1:pos:R:3:mulliken_charge:R:1 method="wB97M-V/def2-TZVPD" e_homo_ev="-10.61 / -10.61" spin_multiplicity=2 charge=+1 relative_energy_kcal_mol=20.1
V 0.27 0.15 0.62 -0.27
C -1.87 2.10 7.35 -1.50
C -1.95 1.60 5.94 1.03
C -2.99 2.00 5.10 -1.00
C -3.06 1.54 3.79 -0.53
C -2.06 0.69 3.32 -0.05
C -1.02 0.27 4.14 -0.23
C -0.98 0.73 5.45 -1.02
S -2.16 0.18 1.65 1.69
O -3.52 -0.08 1.33 -0.57
O -1.15 -0.94 1.50 -0.61
N -1.39 1.22 0.66 -0.68
C -1.18 2.57 1.16 -1.07
C -0.01 2.50 2.14 1.03
O 0.27 3.20 3.05 -0.62
O 0.74 1.36 1.83 -0.49
H -2.81 2.54 7.67 0.38
H -1.09 2.86 7.43 0.30
H -1.61 1.29 8.03 0.39
H -3.76 2.66 5.47 0.36
H -3.89 1.83 3.16 0.55
H -0.27 -0.41 3.78 0.40
H -0.18 0.40 6.10 0.44
H -2.06 2.98 1.68 0.35
H -0.92 3.22 0.33 0.44
C 1.37 -2.63 1.25 -1.20
Si 2.26 -1.94 -0.27 0.49
C 4.03 -2.53 -0.07 -1.30
C 1.57 -2.84 -1.78 -1.04
C 2.03 -0.03 -0.35 1.84
Si 2.47 0.71 -2.09 0.25
C 0.96 0.97 -3.16 -0.80
C 3.68 -0.44 -2.97 -1.15
C 3.28 2.40 -2.11 -1.33
Si 3.31 0.83 0.83 -0.26
C 3.37 0.10 2.56 -1.11
C 5.06 0.65 0.15 -1.00
C 3.06 2.71 0.94 0.85
C 4.05 3.43 1.60 -1.17
C 3.99 4.81 1.67 -0.63
C 2.94 5.45 1.05 -0.94
C 1.99 4.67 0.41 -0.32
N 2.03 3.35 0.36 0.17
H 0.28 -2.63 1.25 0.22
H 1.72 -2.19 2.19 0.34
H 1.66 -3.68 1.27 0.58
H 3.94 -3.62 -0.04 0.50
H 4.52 -2.22 0.84 0.31
H 4.67 -2.29 -0.92 0.43
H 0.76 -3.51 -1.49 0.36
H 2.35 -3.46 -2.22 0.59
H 1.18 -2.20 -2.57 0.17
H 0.59 0.04 -3.59 0.14
H 1.24 1.62 -4.00 0.68
H 0.15 1.47 -2.63 -0.07
H 3.26 -1.37 -3.32 0.34
H 4.55 -0.66 -2.35 0.33
H 4.05 0.10 -3.85 0.56
H 2.55 3.19 -1.93 0.29
H 3.62 2.50 -3.15 0.63
H 4.14 2.59 -1.47 0.29
H 3.79 -0.90 2.57 0.32
H 2.42 0.09 3.09 0.08
H 4.04 0.73 3.15 0.47
H 5.32 -0.34 -0.20 0.46
H 5.74 0.87 0.98 0.46
H 5.29 1.37 -0.64 0.33
H 4.89 2.91 2.06 0.35
H 4.76 5.38 2.18 0.46
H 2.84 6.53 1.07 0.45
H 1.14 5.14 -0.08 0.42
C -1.47 -3.00 -5.98 -0.68
C -1.72 -1.65 -5.78 -0.73
C -1.68 -1.12 -4.50 -0.40
C -1.39 -1.94 -3.41 1.35
C -1.17 -3.29 -3.62 -0.28
C -1.20 -3.82 -4.90 -0.80
As -1.42 -1.21 -1.59 1.26
C -2.49 -2.61 -0.79 0.32
C -2.05 -3.80 -0.23 -0.23
C -2.99 -4.71 0.25 -1.01
C -4.35 -4.41 0.17 -0.99
C -4.78 -3.21 -0.38 -0.63
C -3.85 -2.30 -0.86 0.35
C -4.16 -0.97 -1.42 0.27
C -5.43 -0.43 -1.56 -0.71
C -5.58 0.86 -2.04 -1.03
C -4.48 1.63 -2.38 -0.84
C -3.20 1.09 -2.25 -0.38
C -3.05 -0.20 -1.77 0.27
H -1.50 -3.41 -6.98 0.41
H -1.95 -1.01 -6.62 0.45
H -1.89 -0.07 -4.36 0.38
H -0.99 -3.96 -2.78 0.26
H -1.02 -4.88 -5.05 0.44
H -1.00 -4.04 -0.16 0.30
H -2.67 -5.64 0.68 0.48
H -5.07 -5.12 0.54 0.42
H -5.84 -3.00 -0.42 0.43
H -6.31 -1.01 -1.29 0.44
H -6.58 1.28 -2.15 0.41
H -4.61 2.64 -2.75 0.48
H -2.34 1.69 -2.51 0.41



20
Properties=species:S:1:pos:R:3:mulliken_charge:R:1 method="wB97M-V/def2-TZVPD" e_homo_ev=-8.08 charge=0 relative_energy_kcal_mol=129.1
C 2.41 -0.51 -0.74 -0.71
O 1.45 -0.35 0.28 -0.56
H 0.63 0.45 0.16 0.33
H 2.57 -1.57 -0.96 0.26
H 3.36 -0.09 -0.40 0.27
H 2.12 -0.02 -1.68 0.30
C -1.02 1.49 1.75 -1.23
C -0.67 -1.22 -1.43 -1.20
C -0.74 1.07 0.32 0.51
C -0.48 -1.03 0.02 0.86
N -0.76 -1.74 0.98 -0.70
N -1.21 1.64 -0.71 -0.61
H -0.43 -1.50 1.91 0.27
H -1.81 2.44 -0.50 0.25
H -0.08 1.72 2.25 0.30
H -1.68 2.36 1.80 0.42
H 0.03 -1.98 -1.79 0.32
H -0.52 -0.29 -1.97 0.29
H -1.70 -1.54 -1.60 0.38
H -1.48 0.66 2.30 0.27